Arrangement w

The following is a DFT calculation (wB97M-V/def2-TZVPD) of C6H7NO3 in the gas phase.

Results
**E_LUMO**: 0.48 eV
**SMILES**: [H]/N=C(\O)CC#C[C@@H](O)C=O
**E_HOMO**: -10.0 eV

```
17
C6H7NO3 | the OMol25 dataset | wB97M-V/def2-TZVPD
H -2.39 0.53 -2.16
N -1.68 1.01 -1.43
C -2.26 0.79 -0.33
O -3.56 0.11 -0.59
C -1.64 0.60 1.03
C -0.21 0.31 0.97
C 0.90 -0.13 0.75
C 2.18 -0.77 0.42
O 2.04 -2.03 -0.17
C 2.95 0.18 -0.50
O 3.41 -0.20 -1.54
H -3.95 -0.16 0.25
H -2.15 -0.20 1.58
H -1.82 1.52 1.61
H 2.78 -0.85 1.35
H 2.32 -1.96 -1.10
H 3.08 1.22 -0.14
```

Here are the natural (NBO) charges for atoms 1 to 8, given in e: 0.3726, -0.6217, 0.5367, -0.7349, -0.5616, 0.0399, -0.0237, -0.0648

---

Arrangement x

The following is a DFT calculation (wB97M-V/def2-TZVPD) of C6H7NO3 in the gas phase.

Results
**E_LUMO**: 0.50 eV
**SMILES**: [H]/N=C(\O)[C@@H]1[C@@H]2CC(=O)[C@]12O
**E_HOMO**: -9.9 eV

```
17
C6H7NO3 | the OMol25 dataset | wB97M-V/def2-TZVPD
H -1.28 1.12 -1.38
N -0.49 0.41 -1.51
C -0.44 -0.22 -0.42
O -1.37 0.23 0.55
C 0.56 -1.23 0.02
C 1.45 -1.06 1.21
C 1.87 0.40 1.36
C 2.54 0.27 -0.01
O 3.42 0.90 -0.55
C 2.03 -1.12 -0.24
O 2.65 -2.09 -0.96
H -1.23 -0.23 1.38
H 0.22 -2.26 -0.11
H 1.54 -1.83 1.98
H 1.07 1.15 1.46
H 2.63 0.57 2.13
H 3.57 -2.17 -0.68
```

Here are the natural (NBO) charges for atoms 1 to 8, given in e: 0.3563, -0.6334, 0.5310, -0.7101, -0.3276, -0.2232, -0.5206, 0.5719

---

The energy of each structure relative to the most stable one, in eV, is as follows: arrangement w 1.389; arrangement x 0.000.

---

Arrangement w

The following is a DFT calculation (wB97M-V/def2-TZVPD) of 2 unconnected molecules or ions with the total composition C2H5NSi.

Results
**E_LUMO**: 0.21 eV
**E_HOMO**: -8.4 eV

```
9
C2H5NSi | the OMol25 dataset | wB97M-V/def2-TZVPD
C 1.44 0.31 -0.13
C 1.91 1.36 0.13
N -1.52 -1.03 -0.49
Si -1.10 -1.10 1.19
H 0.89 -0.37 -0.70
H -1.70 -1.85 -0.99
H -1.49 -0.02 -0.87
H 2.56 2.14 0.51
H -0.99 0.54 1.35
```

Here are the natural (NBO) charges for atoms 1 to 8, given in e: -0.2679, -0.2074, -1.3319, 0.8073, 0.2324, 0.3958, 0.4246, 0.2392

---

Arrangement x

The following is a DFT calculation (wB97M-V/def2-TZVPD) of a molecular structure, C2H5NSi.

Results
**E_LUMO**: -1.26 eV
**E_HOMO**: -9.1 eV

```
9
C2H5NSi | the OMol25 dataset | wB97M-V/def2-TZVPD
C -2.08 0.04 0.25
C -0.92 0.63 0.82
N -2.89 -0.61 -0.22
Si 0.51 -0.36 0.03
H -0.88 1.74 0.86
H -0.79 0.30 1.81
H 3.28 -0.01 -1.89
H 3.59 -0.11 -2.61
H 0.19 -1.62 0.94
```

Here are the natural (NBO) charges for atoms 1 to 8, given in e: 0.2625, -1.0458, -0.3213, 0.8504, 0.2707, 0.2711, -0.0048, -0.0003

---

The energy of each structure relative to the most stable one, in eV, is as follows: arrangement w 0.079; arrangement x 0.000.

---

Arrangement w

The following is a DFT calculation (wB97M-V/def2-TZVPD) of CH5N3S in the gas phase.

Results
**E_LUMO**: 0.73 eV
**SMILES**: [H]/N=C(/N)NS
**E_HOMO**: -9.6 eV

```
10
CH5N3S | the OMol25 dataset | wB97M-V/def2-TZVPD
H -0.51 1.77 -0.30
N 0.49 1.50 -0.14
C 0.40 0.24 -0.13
N 1.53 -0.58 0.10
N -0.74 -0.57 -0.32
S -2.29 0.04 -0.10
H 2.27 0.07 0.14
H 1.71 -1.31 -0.56
H -0.58 -1.48 0.10
H -2.27 0.33 1.22
```

Here are the natural (NBO) charges for atoms 1 to 8, given in e: 0.3421, -0.7144, 0.5532, -0.8416, -0.7896, 0.1981, 0.3887, 0.3787

---

Arrangement x

The following is a DFT calculation (wB97M-V/def2-TZVPD) of CH5N3S in the gas phase.

Results
**E_LUMO**: 0.84 eV
**SMILES**: N/N=C/NS
**E_HOMO**: -7.8 eV

```
10
CH5N3S | the OMol25 dataset | wB97M-V/def2-TZVPD
N 2.27 -0.13 -0.12
N 1.03 0.42 -0.15
C -0.05 -0.22 0.21
N -1.15 0.57 0.23
S -2.60 -0.14 -0.27
H 2.90 0.28 -0.77
H 2.23 -1.10 -0.13
H -0.12 -1.22 0.63
H -0.90 1.40 -0.21
H -3.60 0.15 0.58
```

Here are the natural (NBO) charges for atoms 1 to 8, given in e: -0.6338, -0.3162, 0.1600, -0.7316, 0.1437, 0.3666, 0.3351, 0.1696

---

The energy of each structure relative to the most stable one, in eV, is as follows: arrangement w 0.000; arrangement x 1.884.

---

Arrangement w

The following is a DFT calculation (wB97M-V/def2-TZVPD) of 2 unconnected molecules or ions with the total composition C22H23N3O5S.

Results
**E_LUMO**: -0.67 eV
**SMILES**: CNC(=O)[C@H](Cc1c[nH]c2ccccc12)NC(C)=O.O=C(O)C(=O)c1ccccc1S
**E_HOMO**: -8.4 eV

```
54
C22H23N3O5S | the OMol25 dataset | wB97M-V/def2-TZVPD
C 5.66 1.08 -2.34
N 4.31 0.57 -2.10
C 3.55 -0.02 -3.04
O 3.95 -0.16 -4.19
C 2.16 -0.50 -2.60
C 2.23 -1.61 -1.54
C 2.44 -1.11 -0.15
C 3.60 -1.15 0.56
N 3.40 -0.58 1.80
C 2.09 -0.17 1.97
C 1.40 0.42 3.03
C 0.03 0.71 2.88
C -0.62 0.41 1.67
C 0.09 -0.18 0.61
C 1.46 -0.49 0.73
N 1.24 -0.86 -3.70
C 1.31 -1.83 -4.62
C 2.34 -2.95 -4.52
O 0.50 -1.86 -5.52
H 5.63 1.85 -3.11
H 6.07 1.49 -1.42
H 6.30 0.27 -2.70
H 3.93 0.63 -1.17
H 1.70 0.35 -2.12
H 3.02 -2.32 -1.80
H 1.28 -2.16 -1.54
H 4.53 -1.56 0.19
H 4.11 -0.52 2.51
H 1.91 0.65 3.96
H -0.52 1.16 3.69
H -1.68 0.62 1.56
H -0.43 -0.43 -0.31
H 0.49 -0.21 -3.89
H 2.12 -3.56 -3.65
H 2.27 -3.56 -5.42
H 3.34 -2.54 -4.45
O -7.63 -0.76 0.66
C -6.43 -0.62 0.85
O -5.52 -0.76 -0.15
C -5.95 -0.25 2.23
O -6.44 -0.82 3.20
C -4.98 0.87 2.43
C -4.85 1.85 1.41
C -3.99 2.94 1.53
C -3.23 3.10 2.69
C -3.34 2.16 3.71
C -4.19 1.05 3.60
S -4.17 -0.08 4.96
H -6.03 -1.04 -0.92
H -5.43 1.78 0.49
H -3.92 3.67 0.73
H -2.56 3.94 2.79
H -2.74 2.29 4.61
H -3.80 0.81 5.90
```

Here are the natural (NBO) charges for atoms 1 to 8, given in e: -0.4122, -0.6169, 0.6546, -0.6290, -0.1233, -0.4311, -0.1243, -0.0302

---

Arrangement x

The following is a DFT calculation (wB97M-V/def2-TZVPD) of C22H23N3O5S in the gas phase.

Results
**E_LUMO**: 0.23 eV
**SMILES**: O=C(Nc1ccc(N2CCOCC2)cc1)c1ccc(S(=O)(=O)NCc2ccco2)cc1
**E_HOMO**: -7.6 eV

```
54
C22H23N3O5S | the OMol25 dataset | wB97M-V/def2-TZVPD
O -1.09 4.82 -1.75
C -0.34 3.90 -1.50
N 1.00 4.02 -1.61
C 2.00 3.03 -1.51
C 1.80 1.74 -2.00
C 2.79 0.79 -1.87
C 4.02 1.08 -1.26
N 5.00 0.11 -1.19
C 6.34 0.42 -0.75
C 6.48 0.23 0.77
O 6.14 -1.09 1.13
C 4.83 -1.41 0.71
C 4.66 -1.25 -0.81
C 4.22 2.39 -0.82
C 3.23 3.35 -0.95
C -0.86 2.58 -1.00
C -0.33 2.00 0.15
C -0.84 0.80 0.60
C -1.87 0.19 -0.09
S -2.51 -1.36 0.52
O -1.44 -2.11 1.11
O -3.31 -1.98 -0.50
N -3.49 -0.78 1.77
C -3.73 -1.76 2.83
C -4.56 -2.90 2.34
C -5.90 -3.03 2.14
C -6.09 -4.30 1.54
C -4.85 -4.84 1.42
O -3.92 -4.01 1.90
C -2.42 0.77 -1.22
C -1.91 1.97 -1.67
H 1.32 4.96 -1.81
H 0.88 1.48 -2.50
H 2.61 -0.19 -2.28
H 6.62 1.43 -1.05
H 7.02 -0.29 -1.25
H 7.51 0.38 1.09
H 5.82 0.94 1.29
H 4.66 -2.45 1.01
H 4.10 -0.76 1.23
H 3.64 -1.49 -1.08
H 5.34 -1.93 -1.32
H 5.15 2.69 -0.36
H 3.41 4.35 -0.59
H 0.47 2.48 0.69
H -0.46 0.31 1.48
H -4.35 -0.45 1.36
H -2.75 -2.12 3.13
H -4.22 -1.24 3.66
H -6.66 -2.32 2.39
H -7.02 -4.74 1.25
H -4.51 -5.78 1.03
H -3.22 0.26 -1.73
H -2.33 2.45 -2.55
```

Here are the natural (NBO) charges for atoms 1 to 8, given in e: -0.5924, 0.6573, -0.6047, 0.0944, -0.2125, -0.2571, 0.2557, -0.4517

---

The energy of each structure relative to the most stable one, in eV, is as follows: arrangement w 0.000; arrangement x 1.859.

---

Arrangement w

The following is a DFT calculation (wB97M-V/def2-TZVPD) of 2 unconnected molecules or ions with the total composition C7H17NOSi.

Results
**E_LUMO**: 0.68 eV
**SMILES**: C[SiH](C)/C=C(/N)O.C=CC
**E_HOMO**: -8.3 eV

```
27
C7H17NOSi | the OMol25 dataset | wB97M-V/def2-TZVPD
C 2.45 -1.04 -2.22
Si 1.03 -0.42 -1.07
C 0.30 1.10 -1.91
C 1.76 -0.13 0.76
C 1.75 1.03 1.43
N 2.17 1.04 2.72
O 1.28 2.34 1.16
H 2.40 -0.75 -3.25
H 3.34 -0.57 -1.87
H 2.52 -2.09 -2.23
H 0.03 -1.61 -1.19
H 0.92 2.02 -1.93
H -0.15 0.85 -3.02
H -0.63 1.51 -1.41
H 2.13 -0.93 1.49
H 3.07 0.59 2.83
H 2.13 1.97 3.21
H 1.20 2.50 0.22
C -2.69 -0.57 2.01
C -2.46 -0.91 0.74
C -3.67 -0.93 -0.25
H -1.88 -0.53 2.64
H -3.64 -0.28 2.32
H -1.54 -1.31 0.37
H -3.92 -1.96 -0.46
H -4.61 -0.52 0.13
H -3.31 -0.41 -1.22
```

Here are the natural (NBO) charges for atoms 1 to 8, given in e: -1.0821, 1.3293, -1.1476, -0.8088, 0.4969, -0.8375, -0.7037, 0.2313

---

Arrangement x

The following is a DFT calculation (wB97M-V/def2-TZVPD) of 2 unconnected molecules or ions with the total composition C7H17NOSi.

Results
**E_LUMO**: 0.88 eV
**E_HOMO**: -8.9 eV

```
27
C7H17NOSi | the OMol25 dataset | wB97M-V/def2-TZVPD
C -1.04 1.28 -0.31
C -1.29 -0.42 2.02
C -1.63 -2.33 0.41
C 2.02 2.19 -1.01
C 2.77 -0.85 -0.65
C -0.18 0.12 -0.63
C -0.67 -1.28 0.93
N -2.25 1.24 -1.02
O -0.87 2.17 0.51
Si 1.62 0.55 -0.14
H -2.27 -0.42 2.00
H -0.86 0.64 1.99
H -0.94 -0.77 3.14
H -2.62 -1.82 0.33
H -1.31 -2.50 -0.56
H -1.55 -3.11 1.08
H 1.99 2.05 -2.11
H 1.23 2.91 -0.56
H 2.96 2.56 -0.81
H 3.75 -0.52 -0.84
H 2.80 -1.60 0.01
H 2.33 -1.38 -1.60
H -0.31 -0.53 -1.57
H 0.27 -1.81 1.04
H -2.58 0.69 -1.75
H -2.80 2.11 -1.11
H 1.43 0.86 1.23
```

Here are the natural (NBO) charges for atoms 1 to 8, given in e: 0.6470, -0.6683, -0.6481, -1.0973, -1.0712, -0.7622, -0.0216, -0.8545

---

The energy of each structure relative to the most stable one, in eV, is as follows: arrangement w 0.000; arrangement x 0.251.